# 1
ORCA calculation (the ωB97M-V functional and the def2-TZVPD basis) on a cluster of 2 separate species, C5H13NO in total at a distorted geometry.

Computed properties:
maximum force: 1.47 eV/A
multiplicity: 1
E_tot: -8933.7330 eV
energy relative to the best compared isomer or geometry (same formula, charge and spin): 26.8 kJ/mol
HOMO: -9.794 eV
Kohn-Sham gap: 10.67 eV

Last column: natural (NBO) charge in e.
Atoms and positions in Å:
C: -1.2941 1.9618 1.5969  -0.63
C: -0.3580 0.8968 1.0225  -0.51
C: 0.0346 1.1282 -0.4183  0.68
N: -0.7059 1.9795 -1.2090  -0.84
O: 0.9976 0.5667 -0.8975  -0.62
H: -1.0427 2.9376 1.1937  0.21
H: -1.2069 1.9843 2.6858  0.22
H: -2.3710 1.8424 1.4635  0.21
H: 0.6033 0.8758 1.5335  0.24
H: -0.7816 -0.1017 1.1231  0.24
H: -0.3155 2.1109 -2.1281  0.40
H: -1.5186 2.5043 -1.0026  0.40
C: 0.1411 -2.6813 0.1399  -0.61
C: 1.3657 -3.3852 -0.4152  -0.61
H: -0.2791 -1.9501 -0.5460  0.21
H: -0.6404 -3.4100 0.3544  0.20
H: 0.4975 -2.1573 1.0232  0.20
H: 1.2190 -4.0886 -1.2469  0.20
H: 1.8832 -4.0223 0.3033  0.20
H: 2.0724 -2.6782 -0.8570  0.21

Atomic forces in eV per Å
C -0.053 0.038 0.688
C -0.515 0.482 -0.210
C -0.462 0.027 -0.483
N 0.925 -0.495 -0.318
O 0.245 -0.102 -0.007
H 0.140 0.234 0.213
H 0.253 0.194 -0.062
H 0.091 -0.443 -0.542
H -0.081 0.053 0.225
H 0.020 -0.057 -0.143
H -0.062 -0.060 -0.011
H -0.506 0.151 0.659
C 0.327 -0.445 -0.205
C 0.655 -0.535 -1.199
H 0.143 0.050 -0.145
H -0.033 0.125 0.399
H -0.501 0.067 0.270
H -0.687 0.206 0.059
H 0.004 0.376 0.369
H 0.096 0.133 0.443


# 2
ORCA calculation (the ωB97M-V functional and the def2-TZVPD basis) on a cluster of 2 separate species, C5H13NO in total at a distorted geometry.

Computed properties:
maximum force: 2.53 eV/A
multiplicity: 1
E_tot: -8931.8760 eV
energy relative to the best compared isomer or geometry (same formula, charge and spin): 206.0 kJ/mol
HOMO: -7.800 eV
Kohn-Sham gap: 8.77 eV

Last column: natural (NBO) charge in e.
Atoms and positions in Å:
C: 1.1789 -3.1159 0.6663  -0.63
C: -0.3007 -2.6923 0.7311  -0.43
C: -0.4896 -1.5542 -0.2381  -0.27
C: -0.7366 -0.3233 0.1997  0.00
N: -0.7527 0.8421 -0.5673  -0.64
C: 0.0798 0.8070 -1.7792  -0.41
H: 1.6144 -3.6077 1.5528  0.21
H: 1.5946 -3.7196 -0.1475  0.21
H: 1.8836 -2.2606 0.4998  0.21
H: -0.5129 -2.3530 1.7285  0.21
H: -0.9301 -3.4906 0.3298  0.21
H: -0.2414 -1.6365 -1.2845  0.20
H: -0.8649 -0.1188 1.2910  0.18
H: -1.5208 1.4859 -0.5664  0.39
H: -0.3344 0.0542 -2.4575  0.16
H: 1.0290 0.3393 -1.5992  0.20
H: 0.1142 1.7533 -2.3155  0.21
O: -0.3060 6.3490 0.9989  -0.94
H: -1.0103 6.8085 1.4756  0.47
H: 0.5059 6.4330 1.4819  0.47

Atomic forces in eV per Å
C 2.367 0.352 0.205
C 1.290 -0.120 -2.175
C 0.298 0.846 0.736
C -0.856 0.911 1.138
N 1.875 0.044 -0.732
C -1.822 -0.898 -0.277
H -0.681 0.089 0.018
H -1.169 -0.440 -0.320
H -0.932 0.025 0.561
H -0.506 -0.167 0.379
H -0.118 -0.260 0.839
H -0.109 -0.654 -0.155
H -0.245 -0.406 -0.851
H -0.096 -0.128 0.260
H -0.337 0.251 -0.592
H 0.856 0.518 0.629
H 0.189 0.040 0.339
O -0.864 -0.119 -0.571
H 0.481 -0.098 0.035
H 0.378 0.215 0.533


What is the HOMO in the second record? -7.800 eV